Formula: C3H5O3Tl
Source: the Open Molecules 2025 dataset
Level of theory: wB97M-V/def2-TZVPD

E_HOMO (alpha / beta)	-0.278 / -0.292	Ha
orbital gap (alpha / beta)	7.3 / 7.6	eV
energy relative to the best compared isomer or geometry (same formula, charge and spin)	226.8	kcal/mol

Each line ends with the Löwdin charge.
Element x y z (Å)
H (1.24, 1.59, -0.64)  0.13
C (0.81, 1.59, 0.38)  -0.37
C (0.93, 0.27, 1.17)  -0.16
O (0.88, -0.77, 0.13)  -0.05
C (-0.23, -0.95, -0.49)  -0.38
O (-0.04, -1.90, -1.39)  0.08
Tl (-1.98, 0.76, -0.34)  0.78
O (-0.55, 1.85, 0.66)  -0.55
H (1.43, 2.33, 0.93)  0.11
H (0.43, 1.10, 2.12)  0.18
H (0.50, -0.38, 1.95)  0.13
H (-0.77, -1.89, -2.02)  0.11

***

Formula: C3H5O3Tl
Source: the Open Molecules 2025 dataset
Level of theory: wB97M-V/def2-TZVPD

E_HOMO (alpha / beta)	-0.903 / -0.971	Ha
multiplicity	2
net charge	+3
orbital gap (alpha / beta)	6.1 / 7.8	eV
energy relative to the best compared isomer or geometry (same formula, charge and spin)	138.7	kcal/mol

Each line ends with the Löwdin spin population.
Element x y z (Å)
H (1.03, 0.70, -1.78)  0.01
C (0.25, -0.05, -1.99)  0.12
C (-0.83, -0.31, -0.93)  0.09
O (-0.90, 0.66, 0.13)  0.06
C (-0.15, 0.58, 1.17)  0.19
O (-0.62, 1.32, 2.10)  0.04
H (-0.22, 0.47, -2.83)  0.02
H (-0.90, -0.93, -2.21)  0.04
H (-0.36, 1.02, 2.99)  0.00
Tl (1.41, -0.96, 1.12)  0.37
O (0.65, -1.15, -0.74)  0.04
H (-1.88, -0.22, -1.30)  0.01

***

Formula: C3H5O3Y
Source: the Open Molecules 2025 dataset
Level of theory: wB97M-V/def2-TZVPD

E_HOMO (alpha / beta)	-0.230 / -0.230	Ha
orbital gap (alpha / beta)	6.1 / 6.1	eV

Each line ends with the natural charge from an NBO analysis.
Element x y z (Å)
C (-0.88, -0.32, 0.00)  0.97
O (-1.90, -0.50, -0.72)  -0.88
O (0.35, -0.90, -0.09)  -0.51
O (-0.69, 1.02, 0.26)  -0.51
C (1.39, 0.03, 0.11)  -0.10
C (0.67, 1.38, 0.07)  -0.10
H (2.11, -0.10, -0.71)  0.20
H (1.88, -0.16, 1.07)  0.19
H (0.79, 1.90, -0.89)  0.19
H (0.98, 2.05, 0.89)  0.20
Y (-3.23, -2.68, -0.86)  0.86
H (-1.47, -1.71, 0.87)  -0.51

***

Formula: C3H5O3Y
Source: the Open Molecules 2025 dataset
Level of theory: wB97M-V/def2-TZVPD

E_HOMO (alpha / beta)	-0.582 / -0.579	Ha
net charge	+2
orbital gap (alpha / beta)	4.2 / 4.2	eV
energy relative to the best compared isomer or geometry (same formula, charge and spin)	122.3	kcal/mol

Each line ends with the natural charge from an NBO analysis.
Element x y z (Å)
H (-0.86, -1.28, -2.29)  0.60
O (-0.73, 1.28, -0.56)  -0.65
C (-0.17, 0.37, -1.24)  0.89
C (-0.68, -0.25, 1.47)  -0.39
O (-0.62, -0.10, -2.35)  -0.70
O (1.07, 0.26, -0.91)  -0.77
C (0.68, -0.54, 1.32)  -0.33
H (-1.41, -1.04, 1.30)  0.22
H (-1.01, 0.38, 2.30)  0.24
H (1.00, -1.52, 0.95)  0.22
H (1.41, 0.03, 1.90)  0.21
Y (1.31, 2.41, -1.89)  2.45

***

Formula: C3H5O4P
Source: the Open Molecules 2025 dataset
Level of theory: wB97M-V/def2-TZVPD

E_HOMO	0.030	Ha
SMILES string	C[C@]1(C[O-])O[P@@]1(=O)[O-]
net charge	-2
orbital gap	6.2	eV
energy relative to the best compared isomer or geometry (same formula, charge and spin)	40.8	kcal/mol

Each line ends with the natural charge from an NBO analysis.
Element x y z (Å)
C (0.71, 1.17, 0.42)  -0.65
C (-0.09, -0.06, -0.02)  -0.14
C (0.97, -1.33, -0.19)  -0.02
O (2.14, -1.53, 0.45)  -0.99
O (-0.78, 0.17, -1.25)  -0.84
P (-1.89, 0.02, 0.09)  2.23
O (-2.55, 1.37, 0.38)  -1.18
O (-2.80, -1.16, 0.00)  -1.17
H (1.00, 1.63, -0.49)  0.19
H (1.49, 0.83, 1.07)  0.22
H (0.14, 2.05, 0.97)  0.18
H (0.38, -2.21, -0.16)  0.11
H (1.27, -0.95, -1.26)  0.06

***

Formula: C3H5OP
Source: the Open Molecules 2025 dataset
Level of theory: wB97M-V/def2-TZVPD

E_HOMO	-0.340	Ha
orbital gap	7.8	eV
energy relative to the best compared isomer or geometry (same formula, charge and spin)	84.5	kcal/mol

Each line ends with the natural charge from an NBO analysis.
Element x y z (Å)
C (2.30, -0.89, -0.09)  -0.90
C (-0.59, -0.49, -0.08)  -0.23
C (-1.53, 0.51, -0.04)  -0.72
O (1.25, 1.71, 0.13)  -1.03
P (1.08, 0.20, 0.12)  1.62
H (2.04, -1.92, 0.04)  0.25
H (3.25, -0.56, 0.08)  0.23
H (-1.33, 1.64, -0.32)  0.24
H (-2.49, 0.25, -0.39)  0.23
H (-1.46, 0.33, 1.00)  0.32

***

Formula: C3H5P
Source: the Open Molecules 2025 dataset
Level of theory: wB97M-V/def2-TZVPD

E_HOMO	-0.323	Ha
orbital gap	8.6	eV
energy relative to the best compared isomer or geometry (same formula, charge and spin)	40.4	kcal/mol

Each line ends with the natural charge from an NBO analysis.
Element x y z (Å)
C (-0.79, -0.07, 1.04)  -0.57
C (0.17, 0.55, 0.23)  -0.33
C (0.17, -0.50, -0.90)  -0.70
P (-1.13, -1.43, 0.10)  0.63
H (-1.16, 0.34, 1.91)  0.21
H (0.26, 1.53, -0.19)  0.23
H (1.67, 0.74, 0.81)  0.09
H (-0.29, -0.17, -1.83)  0.22
H (1.10, -0.99, -1.17)  0.23

***

Formula: C3H5PS
Source: the Open Molecules 2025 dataset
Level of theory: wB97M-V/def2-TZVPD

E_HOMO (alpha / beta)	-0.160 / -0.370	Ha
multiplicity	3
orbital gap (alpha / beta)	4.8 / 8.9	eV
energy relative to the best compared isomer or geometry (same formula, charge and spin)	132.9	kcal/mol

Each line ends with the natural charge from an NBO analysis.
Element x y z (Å)
C (2.66, -0.97, -0.51)  -0.77
C (-0.68, 0.94, 0.91)  -0.31
C (-1.56, 0.75, -0.23)  -0.66
P (2.79, 0.03, 0.67)  0.56
S (-0.83, -0.80, 0.32)  0.23
H (2.54, -1.75, -1.19)  0.20
H (-1.10, 0.73, 1.88)  0.17
H (-1.37, 1.08, -1.19)  0.23
H (-2.57, 0.76, -0.13)  0.22
H (0.12, -0.79, -0.53)  0.12

***

Formula: C3H6
Source: the Open Molecules 2025 dataset
Level of theory: wB97M-V/def2-TZVPD

E_HOMO	-0.353	Ha
SMILES string	C=CC
orbital gap	10.9	eV
energy relative to the best compared isomer or geometry (same formula, charge and spin)	13.3	kcal/mol

Each line ends with the natural charge from an NBO analysis.
Element x y z (Å)
C (-1.40, 0.06, 0.53)  -0.41
C (-0.19, -0.47, 0.27)  -0.17
C (0.91, 0.12, -0.61)  -0.68
H (-2.10, -0.37, 1.25)  0.21
H (-1.54, 1.02, 0.08)  0.19
H (0.21, -1.34, 0.84)  0.19
H (0.88, 0.36, -1.68)  0.23
H (1.28, 1.09, -0.11)  0.22
H (1.94, -0.47, -0.55)  0.21

***

Formula: C3H6
Source: the Open Molecules 2025 dataset
Level of theory: wB97M-V/def2-TZVPD

E_HOMO	-0.359	Ha
SMILES string	C=CC
orbital gap	11.1	eV
energy relative to the best compared isomer or geometry (same formula, charge and spin)	17.1	kcal/mol

Each line ends with the natural charge from an NBO analysis.
Element x y z (Å)
C (-1.38, -0.17, -0.05)  -0.43
C (-0.26, 0.47, -0.13)  -0.17
C (1.24, -0.09, -0.06)  -0.67
H (-1.37, -1.33, -0.05)  0.18
H (-2.31, 0.35, 0.09)  0.21
H (-0.41, 1.60, -0.01)  0.19
H (1.17, -0.46, 0.96)  0.23
H (1.29, -1.08, -0.62)  0.23
H (2.04, 0.71, -0.12)  0.23

***

Formula: C3H6
Source: the Open Molecules 2025 dataset
Level of theory: wB97M-V/def2-TZVPD

E_HOMO	-0.387	Ha
SMILES string	C1CC1
orbital gap	12.0	eV
energy relative to the best compared isomer or geometry (same formula, charge and spin)	4.6	kcal/mol

Each line ends with the natural charge from an NBO analysis.
Element x y z (Å)
C (-0.64, -0.57, 0.01)  -0.42
C (0.83, -0.28, -0.01)  -0.42
C (-0.19, 0.85, 0.00)  -0.42
H (-1.07, -0.95, 0.93)  0.21
H (-1.13, -0.98, -0.89)  0.21
H (1.38, -0.47, -0.92)  0.21
H (1.39, -0.38, 0.92)  0.21
H (-0.26, 1.45, 0.90)  0.21
H (-0.32, 1.41, -0.93)  0.21

***

Formula: C3H6AgNaO5
Source: the Open Molecules 2025 dataset
Level of theory: wB97M-V/def2-TZVPD

E_HOMO (alpha / beta)	-0.079 / -0.151	Ha
multiplicity	2
net charge	-1
orbital gap (alpha / beta)	4.0 / 5.9	eV
energy relative to the best compared isomer or geometry (same formula, charge and spin)	0.0	kcal/mol

Each line ends with the natural charge from an NBO analysis.
Element x y z (Å)
H (1.35, 0.87, 2.12)  0.12
C (1.24, 1.35, 1.12)  -0.04
C (0.48, 0.39, 0.22)  -0.10
O (-0.82, 0.04, 0.61)  -0.66
Ag (3.51, 1.25, -1.31)  0.03
O (2.44, 1.67, 0.53)  -1.04
H (0.59, 2.25, 1.29)  0.11
H (1.11, -0.51, 0.09)  0.15
H (0.42, 0.87, -0.78)  0.11
C (-1.41, -1.21, -0.24)  0.95
O (-0.65, -2.21, -0.46)  -0.91
O (-2.65, -1.48, 0.37)  -0.75
H (-2.46, -2.06, 1.12)  0.47
Na (0.37, -1.33, -2.33)  0.88
O (-1.70, -0.44, -1.40)  -0.83
H (-1.82, 0.53, -0.94)  0.51

***

Formula: C3H6AsF7O3Rb
Source: the Open Molecules 2025 dataset
Level of theory: wB97M-V/def2-TZVPD

E_HOMO	-0.179	Ha
net charge	-1
orbital gap	7.0	eV
energy relative to the best compared isomer or geometry (same formula, charge and spin)	231.5	kcal/mol

Each line ends with the Löwdin charge.
Element x y z (Å)
Rb (2.53, -1.31, 0.26)  1.62
As (0.50, -2.40, -2.01)  0.97
F (-1.18, -2.80, -2.56)  -0.29
F (0.38, -3.38, -0.47)  -0.29
F (2.16, -2.00, -1.43)  -0.70
F (0.67, -1.26, -3.39)  -0.28
F (-0.13, -0.99, -0.98)  -0.28
F (1.06, -3.80, -2.89)  -0.26
F (0.93, -1.57, 1.93)  -0.79
C (-2.39, 3.06, 1.44)  0.01
O (-0.98, 2.74, 1.16)  0.04
C (-0.58, 1.59, 0.93)  -0.62
O (-1.26, 0.52, 1.04)  0.08
O (0.70, 1.57, 0.60)  0.03
C (1.34, 0.35, 0.50)  -0.51
H (-2.46, 4.01, 1.96)  0.08
H (-2.97, 2.31, 1.98)  0.09
H (-2.84, 3.16, 0.45)  0.09
H (1.68, 0.19, 1.52)  0.05
H (2.24, 0.33, -0.12)  -0.04
H (0.59, -0.32, 0.08)  -0.02

***

Formula: C3H6BClO2
Source: the Open Molecules 2025 dataset
Level of theory: wB97M-V/def2-TZVPD

E_HOMO	-0.352	Ha
SMILES string	C=C[C@H](Cl)B(O)O
orbital gap	9.8	eV
energy relative to the best compared isomer or geometry (same formula, charge and spin)	33.7	kcal/mol

Each line ends with the natural charge from an NBO analysis.
Element x y z (Å)
C (-2.08, 0.16, -0.77)  -0.36
C (-1.26, -0.67, -0.24)  -0.25
C (-0.22, -0.09, 0.60)  -0.50
Cl (-0.49, 1.65, 1.09)  -0.06
B (1.29, 0.07, 0.12)  1.11
O (2.09, 0.43, 1.23)  -0.89
O (1.74, -0.28, -1.10)  -0.88
H (-2.94, -0.23, -1.44)  0.18
H (-2.15, 1.21, -0.78)  0.21
H (-1.38, -1.70, -0.27)  0.22
H (-0.25, -0.79, 1.72)  0.24
H (3.00, 0.36, 1.20)  0.48
H (2.65, -0.11, -1.36)  0.50

***

Formula: C3H6BNO2
Source: the Open Molecules 2025 dataset
Level of theory: wB97M-V/def2-TZVPD

E_HOMO	-0.354	Ha
SMILES string	C=C/C(O)=N/BO
orbital gap	10.1	eV
energy relative to the best compared isomer or geometry (same formula, charge and spin)	51.8	kcal/mol

Each line ends with the natural charge from an NBO analysis.
Element x y z (Å)
C (-0.38, 1.98, 0.44)  -0.31
C (0.81, 1.44, 0.25)  -0.27
C (0.95, 0.00, -0.07)  0.59
O (2.15, -0.41, -0.66)  -0.68
N (-0.01, -0.75, 0.31)  -0.73
B (-0.77, -1.75, -0.27)  0.76
O (-1.34, -1.46, -1.42)  -0.86
H (-0.39, 2.99, 0.29)  0.20
H (-1.24, 1.36, 0.42)  0.22
H (1.77, 1.97, 0.10)  0.21
H (1.94, -1.13, -1.22)  0.49
H (-1.14, -2.49, 0.54)  -0.11
H (-2.07, -1.89, -1.71)  0.49

***

Formula: C3H6Br2O2
Source: the Open Molecules 2025 dataset
Level of theory: wB97M-V/def2-TZVPD

E_HOMO	-0.376	Ha
SMILES string	C[C@@H](Br)C(O)(O)Br
orbital gap	10.8	eV
energy relative to the best compared isomer or geometry (same formula, charge and spin)	18.7	kcal/mol

Each line ends with the natural charge from an NBO analysis.
Element x y z (Å)
C (-0.21, -0.40, 1.37)  -0.67
C (-0.75, -0.37, -0.02)  -0.26
Br (-2.33, 0.74, -0.44)  -0.04
C (0.35, 0.13, -1.06)  0.48
O (-0.12, 0.06, -2.36)  -0.73
O (0.64, 1.38, -0.51)  -0.74
Br (1.89, -1.05, -1.07)  0.00
H (0.42, 0.40, 1.85)  0.25
H (0.30, -1.42, 1.39)  0.24
H (-0.95, -0.56, 2.14)  0.23
H (-1.28, -1.28, -0.30)  0.24
H (-0.88, 0.68, -2.52)  0.50
H (1.60, 1.68, -0.62)  0.50

***

Formula: C3H6Br2O3
Source: the Open Molecules 2025 dataset
Level of theory: wB97M-V/def2-TZVPD

E_HOMO	-0.358	Ha
SMILES string	OC[C@@](O)(Br)[C@@H](O)Br
orbital gap	10.1	eV
energy relative to the best compared isomer or geometry (same formula, charge and spin)	38.8	kcal/mol

Each line ends with the natural charge from an NBO analysis.
Element x y z (Å)
O (0.24, -1.22, 1.22)  -0.74
C (-0.11, -1.18, -0.14)  -0.16
C (-0.45, 0.25, -0.43)  0.22
O (-0.25, 0.60, -1.89)  -0.73
Br (-2.42, 0.55, -0.05)  -0.04
C (0.39, 1.40, 0.26)  0.15
O (0.38, 1.53, 1.54)  -0.68
Br (2.24, 0.64, -0.20)  -0.16
H (0.48, -2.10, 1.43)  0.49
H (-0.97, -1.96, -0.30)  0.19
H (0.73, -1.57, -0.81)  0.22
H (-0.97, 0.13, -2.41)  0.48
H (0.31, 2.28, -0.33)  0.23
H (0.40, 0.64, 2.12)  0.53

***

Formula: C3H6Br3P
Source: the Open Molecules 2025 dataset
Level of theory: wB97M-V/def2-TZVPD

E_HOMO	-0.322	Ha
orbital gap	8.9	eV
energy relative to the best compared isomer or geometry (same formula, charge and spin)	42.3	kcal/mol

Each line ends with the natural charge from an NBO analysis.
Element x y z (Å)
C (-1.60, -0.79, 0.52)  -0.69
C (1.78, 0.38, -1.79)  -0.99
C (-0.64, 0.18, 0.94)  -0.48
P (1.02, 0.29, -0.22)  1.07
Br (-1.60, 1.85, 0.64)  0.02
Br (2.07, -1.40, 0.65)  -0.17
Br (1.83, 2.01, 0.80)  -0.16
H (-2.53, -0.92, 1.13)  0.25
H (-1.74, -0.58, -0.55)  0.23
H (-1.21, -1.81, 0.53)  0.23
H (1.38, 1.30, -2.35)  0.23
H (1.52, -0.60, -2.28)  0.22
H (-0.27, 0.10, 1.99)  0.25

***

Formula: C3H6BrClO
Source: the Open Molecules 2025 dataset
Level of theory: wB97M-V/def2-TZVPD

E_HOMO	-0.360	Ha
orbital gap	10.4	eV
energy relative to the best compared isomer or geometry (same formula, charge and spin)	28.2	kcal/mol

Each line ends with the natural charge from an NBO analysis.
Element x y z (Å)
C (0.73, -1.08, 1.31)  -0.53
C (0.27, 0.57, -0.98)  -0.15
C (-0.52, 0.10, 0.23)  -0.16
O (-0.46, 1.37, -1.94)  -0.69
Cl (-0.95, 1.45, 1.26)  0.00
Br (-1.97, -1.00, -0.35)  0.05
H (1.62, -0.48, 1.06)  0.21
H (0.24, -0.75, 2.31)  0.23
H (0.64, -2.08, 0.92)  0.22
H (0.70, -0.35, -1.35)  0.18
H (1.01, 1.21, -0.58)  0.20
H (-1.31, 1.04, -1.88)  0.46